1.
{
  "formula": "C4H9N3",
  "method": "wB97M-V/def2-TZVPD",
  "total_energy_ha": -321.9817,
  "e_above_lowest_ev": 2.957,
  "total_charge": 0,
  "symbols": ["C", "C", "N", "C", "C", "N", "N", "H", "H", "H", "H", "H", "H", "H", "H", "H"],
  "coordinates": [[0.396502, 1.467839, -0.374517], [-0.528986, 0.184240, 1.479555], [0.108510, 0.133524, 0.162636], [-0.606885, -0.755565, -0.869639], [1.317230, -1.162045, -0.287441], [0.437898, -1.482090, -1.287951], [-1.841417, -0.570556, -1.081009], [-2.222514, -1.257239, -1.724508], [-0.678524, -0.831234, 1.845279], [1.039590, 2.015891, 0.315666], [0.893500, 1.360374, -1.337724], [-0.539590, 2.013452, -0.519416], [0.106647, 0.735103, 2.174345], [-1.503084, 0.670570, 1.402900], [2.322570, -0.821514, -0.566090], [1.298553, -1.700750, 0.667913]],
  "atomic_forces_ev_per_a": [[0.040, 0.022, -0.065], [0.070, -0.079, 0.094], [0.696, -0.801, -0.401], [0.560, -0.126, -0.094], [-0.802, 1.128, 0.664], [-0.603, -0.181, -0.292], [-0.071, 0.123, 0.106], [0.094, 0.016, 0.006], [0.009, 0.033, -0.025], [-0.034, -0.049, -0.012], [-0.024, -0.025, 0.028], [0.030, -0.082, 0.030], [-0.015, -0.018, -0.041], [0.062, -0.025, -0.080], [-0.115, 0.139, 0.133], [0.102, -0.075, -0.052]]
}

---

2.
{
  "formula": "C4H9N3O",
  "method": "wB97M-V/def2-TZVPD",
  "total_energy_ha": -397.2378,
  "e_above_lowest_ev": 3.071,
  "total_charge": 0,
  "symbols": ["C", "N", "C", "N", "C", "N", "C", "O", "H", "H", "H", "H", "H", "H", "H", "H", "H"],
  "coordinates": [[1.476761, 1.415300, 1.481814], [0.444273, 1.155872, 0.464532], [-0.599727, 2.216450, 0.677564], [-0.127731, -0.099688, 0.802162], [-0.188940, -0.998431, -0.091527], [-0.643165, -2.316827, 0.176811], [0.107798, -0.627569, -1.529407], [-0.412885, -1.276235, -2.403183], [2.363433, 0.825655, 1.183341], [1.074684, 1.034144, 2.487318], [1.703372, 2.477721, 1.527698], [-0.152190, 3.245648, 0.587299], [-1.387342, 2.086250, -0.095036], [-0.963987, 1.978725, 1.734742], [-0.950578, -2.626673, -0.752542], [-1.439949, -2.324410, 0.961675], [0.566654, 0.302817, -1.744224]],
  "atomic_forces_ev_per_a": [[-0.297, -1.527, 0.529], [0.117, 1.728, -0.336], [0.077, -1.063, 0.536], [-0.459, -0.390, 1.132], [0.270, 0.023, 0.352], [-1.738, 1.761, 0.839], [-1.538, -1.357, 0.087], [0.221, -0.373, -0.322], [-0.240, 0.393, 0.496], [0.718, 0.619, -1.091], [0.083, -0.083, -0.060], [-0.379, -1.208, 0.155], [0.309, 0.155, 0.719], [-0.183, 0.894, -1.264], [-0.321, -0.505, 0.676], [2.440, 0.004, -2.527], [0.919, 0.929, 0.077]]
}

---

3.
{
  "formula": "C4H9N3O",
  "method": "wB97M-V/def2-TZVPD",
  "total_energy_ha": -397.1629,
  "e_above_lowest_ev": 5.108,
  "total_charge": 0,
  "symbols": ["H", "N", "C", "C", "N", "O", "N", "C", "C", "H", "H", "H", "H", "H", "H", "H", "H"],
  "coordinates": [[3.523250, -0.890808, -0.234716], [2.513169, -1.015466, -0.244866], [1.867712, -0.020258, 0.170617], [0.370176, -0.144419, 0.403087], [0.019311, -1.505756, 0.739093], [-1.392946, -1.701328, 0.829248], [-0.217337, 0.890791, 1.153103], [-0.317217, 0.693909, -0.611741], [-1.752604, 0.836669, -0.967003], [2.266341, 0.987207, 0.345038], [0.342545, -2.128911, 0.003887], [-1.593139, -1.430545, 1.738624], [0.359556, 1.718893, 1.280263], [0.333460, 1.035630, -1.418200], [-1.934382, 0.424452, -1.961979], [-2.367208, 0.354315, -0.204086], [-2.020685, 1.895627, -1.020369]],
  "atomic_forces_ev_per_a": [[-0.053, 0.330, -0.441], [0.224, -0.373, 0.573], [-0.345, -0.484, -0.027], [0.246, -0.926, -1.357], [0.198, -0.025, 0.752], [0.164, 0.374, -0.075], [-0.506, 1.352, -2.410], [-0.472, -0.029, 1.865], [-0.438, -0.504, 0.234], [0.150, -0.116, 0.193], [-0.101, 0.123, 0.138], [0.138, -0.170, -0.262], [0.527, -0.417, 0.302], [0.402, 1.042, 0.816], [-0.142, -0.183, 0.053], [-0.073, 0.054, -0.409], [0.082, -0.047, 0.055]]
}

---

4.
{
  "formula": "C4H9N3O2",
  "method": "wB97M-V/def2-TZVPD",
  "total_energy_ha": -472.2948,
  "e_above_lowest_ev": 0.000,
  "total_charge": -2,
  "symbols": ["C", "C", "C", "C", "N", "N", "N", "O", "O", "H", "H", "H", "H", "H", "H", "H", "H", "H"],
  "coordinates": [[-0.628115, 1.179214, -2.523782], [-0.229427, -1.199862, 2.229289], [-1.465915, 0.052301, -1.872391], [-0.735539, 0.166575, 1.977922], [0.838599, 1.610561, -0.741502], [0.210430, 1.951498, -1.832041], [0.328588, -1.895288, 1.282496], [0.326423, 3.150560, -2.350512], [0.834079, -3.068452, 1.488006], [-1.144091, 1.498586, -3.466209], [-0.429121, -1.503602, 3.350611], [-2.281547, -0.141178, -2.514253], [-1.689614, 0.361169, -0.844466], [-0.865074, -0.809853, -1.717384], [-1.639306, 0.141750, 1.259075], [-0.017888, 0.805724, 1.340163], [-1.003954, 0.802063, 2.806016], [0.978274, 0.588432, -0.672654]],
  "atomic_forces_ev_per_a": [[-2.022, -1.694, -0.572], [-0.083, -0.764, 1.928], [2.660, 1.843, 0.747], [-0.257, 1.552, -3.728], [0.770, 0.375, 0.343], [-1.150, -0.059, -1.857], [-0.317, 1.000, 0.755], [0.846, 0.216, 0.905], [-0.049, -0.592, 0.322], [1.229, 0.623, 1.055], [0.762, -0.383, -1.842], [-1.148, -0.328, -0.397], [-0.644, 0.014, -0.115], [0.316, -1.300, 0.008], [0.837, 0.110, 1.159], [-0.838, -0.926, 0.978], [-0.098, -0.219, 0.734], [-0.815, 0.532, -0.424]]
}

---

5.
{
  "formula": "C4H9N3O2Si",
  "method": "wB97M-V/def2-TZVPD",
  "total_energy_ha": -761.8760,
  "s2": 2.028,
  "total_charge": 0,
  "multiplicity": 3,
  "symbols": ["C", "C", "C", "C", "N", "N", "N", "O", "O", "Si", "H", "H", "H", "H", "H", "H", "H", "H", "H"],
  "coordinates": [[2.039497, 0.655603, -1.326029], [-1.067384, -1.729027, -0.119955], [-0.641144, 0.628328, 1.658484], [-1.857142, 1.223927, -1.185956], [2.872727, 1.093685, -2.065015], [1.068037, 0.125929, -0.682384], [3.087271, -0.675171, 0.788142], [3.055621, -1.806978, 0.941329], [3.887717, 0.162063, 0.730748], [-0.546498, 0.086103, -0.150822], [-0.640165, -2.390729, 0.578421], [-2.043186, -1.671323, 0.088208], [-1.025508, -2.196944, -1.157417], [-0.997899, 1.679259, 1.671683], [-1.295379, -0.061109, 2.319729], [0.334913, 0.661303, 2.144003], [-1.325196, 1.618815, -2.131142], [-2.594320, 0.507877, -1.448978], [-2.311967, 2.088380, -0.653042]],
  "atomic_forces_ev_per_a": [[-2.423, -0.443, -0.156], [2.701, 0.508, -3.619], [-0.430, -0.047, 0.745], [2.815, 0.287, -0.116], [-0.222, -0.298, 0.694], [3.069, 1.194, -1.289], [-2.071, 2.214, 0.028], [0.315, -4.130, 0.538], [2.202, 1.605, 0.011], [-2.369, 0.449, 0.619], [0.987, -0.522, 0.859], [-4.084, 0.140, 0.912], [0.138, 0.464, 1.218], [-0.099, -0.662, 0.232], [0.841, 1.212, -1.284], [0.116, -0.147, -0.035], [-0.971, -0.656, 1.360], [-0.984, -0.409, -0.554], [0.470, -0.758, -0.162]]
}

---

6.
{
  "formula": "C4H9N3O3",
  "method": "wB97M-V/def2-TZVPD",
  "total_energy_ha": -547.5554,
  "e_above_lowest_ev": 0.000,
  "total_charge": -2,
  "symbols": ["C", "C", "C", "C", "N", "N", "N", "O", "O", "O", "H", "H", "H", "H", "H", "H", "H", "H", "H"],
  "coordinates": [[-0.136914, 1.120406, 0.845150], [0.618317, -0.233695, 1.055891], [-1.617419, 0.850109, 0.242513], [1.218504, -0.477241, -1.301097], [0.632599, -1.052276, -0.124970], [-1.642506, -0.096740, -0.700042], [0.288029, -2.289327, -0.054213], [-2.979334, -0.072553, -1.222580], [-0.088211, -2.758020, 1.065594], [-2.554928, 1.503259, 0.725894], [-0.037859, 1.646154, 1.834401], [0.419427, 1.692204, 0.034689], [1.630772, 0.047231, 1.289887], [0.087237, -0.664737, 1.885430], [3.362114, 1.034045, -0.292157], [0.393370, 0.052863, -1.823130], [1.934903, 0.315017, -0.980915], [1.763636, -1.166981, -1.927138], [-3.291742, 0.550280, -0.553198]],
  "atomic_forces_ev_per_a": [[0.017, -0.734, -1.881], [-0.979, 2.226, 0.080], [3.818, -1.217, 0.754], [-0.659, 1.500, -0.483], [0.379, -1.346, 1.726], [-0.040, 1.625, 0.608], [0.041, -0.966, 0.127], [-0.056, -0.473, -0.097], [0.445, 0.935, -1.288], [-1.810, 0.892, 0.029], [-0.725, -0.220, -1.085], [-0.517, -0.316, 1.204], [0.686, -0.187, 0.229], [0.218, -0.892, 0.008], [0.359, 0.265, 0.132], [0.441, -0.565, -0.145], [0.022, -0.578, 0.017], [-0.138, -0.486, 0.001], [-1.503, 0.539, 0.065]]
}